59
Properties=species:S:1:pos:R:3 method="wB97M-V/def2-TZVPD" charge=+1 gap_ev=7.5 multiplicity=1
O -1.3264 2.2229 -6.3390
N -0.5085 1.7880 -7.0564
O -0.1895 0.4552 -6.7209
N 0.8164 0.3938 -5.8386
N 2.1279 0.2597 -6.0401
N 2.8238 0.2718 -4.8739
C 1.7687 0.4281 -3.9158
C 1.7607 0.5492 -2.3397
C 3.1553 0.2129 -1.6286
O 3.7017 1.3828 -1.0082
C 2.9458 1.7881 0.1401
C 3.7532 3.0193 0.8080
F 5.1259 2.8726 0.7663
F 3.2582 3.1595 2.1388
F 3.3525 4.1616 0.0709
N 0.4860 0.4794 -4.5248
H 0.9989 -0.2238 -1.9663
H 1.3765 1.6011 -2.0990
H 2.9489 -0.5948 -0.8386
H 3.8952 -0.2627 -2.3576
H 2.7625 0.9601 0.9019
H 1.9109 2.2064 -0.1166
H -0.4170 0.5908 -4.0480
C 0.4561 1.0708 4.8094
C 0.9238 1.0530 6.2815
C 2.4092 1.3328 6.5212
F 3.2084 0.4173 5.9425
F 2.6835 1.2941 7.8476
F 0.5557 -0.1207 6.8449
F 0.2157 2.0200 6.9311
O 0.3162 -0.1979 4.1508
C 1.4596 -0.7602 3.5515
C 1.8646 -2.0911 4.1924
F 2.1483 -1.9438 5.5002
F 2.9796 -2.5844 3.6017
F 2.4538 0.1469 3.5313
F 1.1270 -0.9649 2.2497
H -0.5622 1.4685 4.8262
H 1.0197 1.7835 4.2028
H 2.6879 2.3238 6.1523
H 1.0640 -2.8283 4.1004
C -3.9627 -2.0654 -3.2980
C -5.4213 -2.0652 -2.7882
C -5.9692 -0.7189 -2.3088
F -5.2852 -0.2259 -1.2591
F -7.2511 -0.8569 -1.8974
F -5.5498 -3.0086 -1.8289
F -6.2007 -2.4768 -3.8271
O -2.9495 -2.5142 -2.3838
C -2.4027 -1.5765 -1.4866
C -2.6832 -1.9291 -0.0224
F -4.0043 -1.9765 0.2289
F -2.1590 -0.9904 0.8011
F -2.8099 -0.3367 -1.8194
F -1.0600 -1.5964 -1.7012
H -3.9302 -2.8029 -4.1045
H -3.6898 -1.1220 -3.7768
H -5.9559 0.0211 -3.1139
H -2.2539 -2.9001 0.2345



42
Properties=species:S:1:pos:R:3 method="wB97M-V/def2-TZVPD" gap_ev=7.6 smiles="CC(=O)OC[C@@H](CNC(=O)c1c(I)c(N)c(I)c(C(=O)O)c1I)OC(C)=O" relative_energy_kj_mol=0.00 multiplicity=1
C -3.5746 2.4789 2.0142
C -2.3320 2.1092 1.2459
O -1.6188 1.2516 1.7562
O -2.1569 2.7109 0.0445
C -0.9237 2.4311 -0.6497
C -1.1027 1.3601 -1.7386
C -1.4428 0.0052 -1.1471
N -0.3980 -0.4829 -0.2951
C 0.6899 -1.2486 -0.6907
O 0.9503 -1.3294 -1.8886
C 1.5481 -1.9221 0.3160
C 1.3523 -3.2850 0.6250
I -0.4124 -4.3536 -0.2760
C 2.2131 -3.9730 1.4850
N 2.0057 -5.3178 1.8105
C 3.3224 -3.3099 2.0237
I 4.7649 -4.4295 3.3799
C 3.5353 -1.9443 1.7541
C 4.7985 -1.3371 2.1717
O 5.7418 -1.4569 1.4088
O 4.8611 -0.6598 3.3595
C 2.6277 -1.2308 0.9404
I 2.9173 0.9992 0.5726
O -2.1957 1.7136 -2.6326
C -1.9489 2.7842 -3.4588
C -3.1441 3.4499 -4.1616
O -0.8358 3.1291 -3.7930
H -4.0612 1.6009 2.4366
H -3.2557 3.1393 2.8468
H -4.2762 3.0184 1.3441
H -0.1051 2.1488 0.0173
H -0.5825 3.3410 -1.1457
H -0.1529 1.2536 -2.2594
H -2.4071 0.0639 -0.6100
H -1.6431 -0.7225 -1.9873
H -0.4618 -0.3176 0.7176
H 2.8371 -5.8656 2.0197
H 1.1402 -5.7648 1.5522
H 4.0220 -0.8193 3.8746
H -4.1003 3.2112 -3.6158
H -3.0411 4.5134 -4.1800
H -3.1542 3.0569 -5.1868